1.
C35H55ClMnN7O4 | the ωB97M-V functional and the def2-TZVPD basis

Structure (XYZ):
```
103
Properties=species:S:1:pos:R:3
Mn -0.602 -0.454 -1.678
C -3.497 0.876 -3.468
C -3.538 -0.641 -3.466
N -2.276 -1.292 -3.048
C -2.499 -2.734 -2.770
C -1.757 -3.184 -1.514
N -0.392 -2.612 -1.493
C 0.530 -3.444 -2.300
C 0.829 -2.918 -3.689
C 1.708 -1.681 -3.683
N 0.994 -0.436 -3.297
C 0.734 0.368 -4.512
C 0.109 1.690 -4.127
N -1.138 1.426 -3.430
C -2.330 1.427 -4.273
H -3.436 1.252 -2.441
H -4.444 1.232 -3.878
H -3.817 -0.989 -4.470
H -4.319 -0.980 -2.785
H -1.633 -1.237 -3.831
H -2.224 -3.339 -3.639
H -3.564 -2.901 -2.612
H -1.722 -4.273 -1.446
H -2.279 -2.794 -0.647
H -0.079 -2.670 -0.522
H 0.140 -4.464 -2.359
H 1.482 -3.529 -1.773
H -0.082 -2.734 -4.265
H 1.356 -3.711 -4.225
H 2.133 -1.544 -4.682
H 2.556 -1.837 -3.011
H 1.634 0.103 -2.720
H 0.060 -0.205 -5.156
H 1.658 0.525 -5.078
H -0.009 2.348 -4.996
H 0.784 2.194 -3.429
H -1.266 2.131 -2.719
H -2.149 0.806 -5.158
H -2.548 2.436 -4.647
C -6.222 -1.722 1.876
O -6.067 -0.314 1.916
C -4.947 0.212 1.401
C -4.867 1.624 1.467
C -3.754 2.244 0.994
C -2.680 1.536 0.394
C -1.499 2.205 -0.058
C -1.147 3.598 0.411
O -0.664 1.674 -0.819
C -2.774 0.105 0.297
O -1.859 -0.657 -0.184
C -3.930 -0.522 0.841
H -7.195 -1.924 2.315
H -5.446 -2.221 2.461
H -6.202 -2.090 0.846
H -5.691 2.171 1.902
H -3.706 3.322 1.055
H -1.938 4.123 0.935
H -0.807 4.192 -0.436
H -0.307 3.502 1.105
H -3.970 -1.602 0.795
C 4.456 3.857 3.004
C 3.528 2.725 3.472
C 2.087 3.158 3.168
C 3.654 2.585 4.995
C 3.964 1.390 2.774
O 5.371 1.208 2.988
C 3.316 0.101 3.308
C 1.790 -0.043 3.290
C 1.335 -1.434 2.900
C 0.100 -1.594 2.274
C -0.346 -2.839 1.863
C 0.474 -3.940 2.052
Cl -0.039 -5.493 1.455
C 1.701 -3.817 2.688
C 2.115 -2.566 3.119
C 3.895 1.535 1.221
N 2.992 0.631 0.526
C 1.770 0.870 0.057
N 1.264 -0.227 -0.498
C 2.278 -1.124 -0.332
N 3.338 -0.639 0.258
H 4.213 4.771 3.549
H 4.332 4.078 1.942
H 5.501 3.621 3.178
H 1.964 4.198 3.473
H 1.345 2.575 3.712
H 1.851 3.116 2.100
H 3.402 3.533 5.472
H 4.671 2.342 5.310
H 2.978 1.827 5.394
H 5.534 1.089 3.929
H 3.677 -0.039 4.330
H 3.772 -0.704 2.739
H 1.321 0.653 2.595
H 1.381 0.217 4.271
H -0.524 -0.730 2.072
H -1.308 -2.943 1.380
H 2.321 -4.690 2.840
H 3.078 -2.476 3.604
H 4.890 1.340 0.828
H 3.620 2.543 0.919
H 1.273 1.822 0.133
H 2.231 -2.156 -0.628
```

Values from the calculation:
Multiplicity: 2
Expectation value of S²: 1.029
Total charge: +1
Relative energy (zero: lowest compared OMol25 entry of this formula, charge and spin) in eV: 0.811
Kohn-Sham gap (alpha / beta) in eV: 8.2 / 8.1

2.
C35H56BrCl2N5O8 | the ωB97M-V functional and the def2-TZVPD basis

Structure (XYZ):
```
107
Properties=species:S:1:pos:R:3
C -2.906 -0.990 6.854
C -4.269 -1.705 6.566
O -5.330 -1.176 6.786
N -4.159 -3.055 6.001
C -4.413 -2.920 4.538
C -3.080 -2.740 3.689
C -1.957 -3.731 4.123
C -0.506 -3.345 3.554
C -0.727 -2.472 2.281
N -0.611 -1.152 2.452
C -0.877 -0.511 1.261
C -0.832 0.965 1.271
N -0.468 1.624 2.528
C -1.457 2.127 3.069
O -2.418 2.753 3.326
C -1.116 1.761 0.147
C -1.069 3.301 0.179
N 0.158 3.862 -0.476
C -1.491 1.080 -1.103
C -1.847 1.918 -2.342
Cl -0.629 2.472 -3.500
C -3.153 2.225 -2.511
C -3.735 3.027 -3.684
Cl -4.344 1.643 -1.310
C -1.524 -0.320 -1.165
Br -1.984 -1.209 -2.833
C -1.230 -1.133 0.020
N -1.303 -2.501 -0.103
C -1.062 -3.169 1.024
C -1.182 -4.713 0.918
C -0.114 -5.352 -0.049
C -0.783 -5.753 -1.409
C 1.195 -4.518 -0.229
H -2.759 -0.236 6.047
H -3.004 -0.532 7.857
H -2.103 -1.762 6.836
H -4.958 -3.584 6.365
H -4.996 -1.982 4.345
H -4.992 -3.757 4.096
H -3.399 -2.908 2.631
H -2.778 -1.678 3.858
H -1.872 -3.675 5.233
H -2.182 -4.765 3.786
H 0.018 -4.276 3.254
H 0.109 -2.819 4.309
H -1.951 3.662 -0.407
H -1.158 3.742 1.190
H 0.226 4.817 -0.107
H -0.111 4.015 -1.453
H -4.583 2.458 -4.134
H -2.961 3.273 -4.432
H -4.204 3.943 -3.246
H -2.192 -4.904 0.474
H -1.184 -5.219 1.901
H 0.191 -6.324 0.420
H -1.028 -4.853 -2.016
H -1.722 -6.337 -1.249
H -0.110 -6.439 -1.982
H 1.002 -3.725 -0.981
H 1.971 -5.206 -0.644
H 1.577 -4.150 0.746
C 2.465 10.109 2.570
O 1.136 9.917 2.134
C 0.493 11.145 1.823
C -0.728 10.899 0.957
O -0.414 10.712 -0.420
C 0.162 9.456 -0.764
C -0.838 8.315 -0.754
O -1.039 7.842 0.572
C -2.213 7.067 0.686
H 2.492 10.737 3.467
H 2.886 9.133 2.809
H 3.067 10.564 1.776
H 1.186 11.811 1.295
H 0.186 11.614 2.767
H -1.348 11.799 0.988
H -1.336 10.076 1.338
H 1.032 9.237 -0.141
H 0.521 9.577 -1.789
H -0.448 7.481 -1.353
H -1.788 8.656 -1.182
H -3.096 7.672 0.451
H -2.295 6.723 1.716
H -2.164 6.197 0.022
C 6.496 -7.936 -2.482
O 5.954 -6.819 -3.152
C 6.845 -6.295 -4.127
C 6.096 -5.417 -5.113
O 5.420 -6.157 -6.125
C 4.229 -6.825 -5.720
C 3.056 -5.885 -5.509
O 3.133 -5.277 -4.228
C 2.308 -4.135 -4.132
H 7.429 -7.669 -1.974
H 5.772 -8.270 -1.740
H 6.676 -8.755 -3.187
H 7.335 -7.113 -4.668
H 7.603 -5.697 -3.605
H 6.832 -4.811 -5.646
H 5.417 -4.728 -4.607
H 4.408 -7.453 -4.845
H 3.979 -7.491 -6.549
H 2.118 -6.455 -5.555
H 3.055 -5.118 -6.292
H 2.633 -3.367 -4.842
H 2.400 -3.734 -3.123
H 1.261 -4.401 -4.314
```

Values from the calculation:
Total charge: 0
Kohn-Sham gap in eV: 8.2

3.
C35H56F6N4O7 | the ωB97M-V functional and the def2-TZVPD basis

Structure (XYZ):
```
108
Properties=species:S:1:pos:R:3
C 9.432 -2.401 0.809
O 8.247 -2.262 -0.102
C 8.005 -0.808 -0.242
C 6.920 -0.199 0.837
C 6.076 -1.343 1.667
C 4.768 -1.745 0.731
C 4.164 -3.236 1.115
C 2.717 -3.116 1.939
C 1.696 -4.392 1.587
C 0.865 -4.194 0.188
C -0.601 -3.480 0.355
C -0.515 -1.825 0.569
C -1.701 -1.037 -0.245
C -1.230 0.339 -1.003
C -0.819 0.646 -2.572
O -0.897 -0.457 -3.541
C 0.197 -1.450 -3.317
N 1.351 -2.061 -3.486
N -0.428 2.074 -2.879
C -0.032 2.785 -4.151
O -0.530 4.041 -4.320
C 0.953 2.231 -5.334
F 0.522 2.940 -6.598
F 0.840 0.785 -5.630
C 2.549 2.648 -5.140
F 2.682 3.825 -4.204
F 3.028 3.175 -6.472
C 3.511 1.404 -4.677
F 2.952 0.575 -3.585
F 4.776 2.016 -4.134
C 3.976 0.396 -5.883
O 4.682 0.732 -6.969
O 3.581 -1.045 -5.784
C -0.592 2.722 -1.488
N -1.056 1.744 -0.388
C -1.334 2.125 1.049
C -0.018 2.194 2.023
C 0.767 3.601 1.666
C 2.080 3.307 0.715
O 3.323 3.099 1.508
C 4.509 3.588 0.758
H 9.381 -3.414 1.430
H 10.377 -2.406 0.086
H 9.461 -1.537 1.601
H 9.013 -0.212 -0.082
H 7.587 -0.619 -1.319
H 7.427 0.583 1.572
H 6.125 0.420 0.219
H 5.653 -0.805 2.637
H 6.714 -2.265 2.012
H 3.934 -0.950 0.951
H 5.026 -1.662 -0.409
H 4.891 -3.832 1.840
H 4.017 -3.823 0.089
H 2.193 -2.080 1.701
H 2.974 -3.226 3.087
H 2.368 -5.371 1.551
H 0.904 -4.460 2.477
H 0.666 -5.292 -0.235
H 1.538 -3.630 -0.599
H -1.181 -3.964 1.275
H -1.236 -3.761 -0.614
H 0.581 -1.440 0.292
H -0.608 -1.677 1.750
H -2.209 -1.814 -0.974
H -2.520 -0.733 0.565
H 2.591 -1.084 -5.632
H -0.435 3.844 -1.192
H -1.826 3.211 1.036
H -2.162 1.403 1.486
H 0.718 1.300 1.844
H -0.399 2.183 3.154
H 0.055 4.341 1.101
H 1.127 4.088 2.679
H 2.194 4.260 0.004
H 1.832 2.407 -0.005
H 4.541 4.772 0.808
H 4.494 3.221 -0.367
H 5.451 3.117 1.300
C -7.952 1.579 0.492
C -6.800 0.539 0.398
C -7.417 -0.867 0.179
C -8.125 -1.395 1.428
C -7.209 -1.369 2.641
C -6.478 -0.015 2.873
N -5.923 0.588 1.617
O -4.736 -0.108 1.309
C -7.431 1.010 3.541
C -5.386 -0.253 3.973
C -6.035 0.981 -0.890
H -8.376 1.790 -0.499
H -8.800 1.248 1.093
H -7.593 2.533 0.892
H -6.640 -1.582 -0.118
H -8.136 -0.840 -0.652
H -9.034 -0.823 1.631
H -8.455 -2.427 1.246
H -7.790 -1.634 3.533
H -6.464 -2.167 2.518
H -6.955 1.996 3.615
H -7.690 0.704 4.561
H -8.382 1.127 3.026
H -4.702 -1.071 3.715
H -5.844 -0.532 4.931
H -4.789 0.651 4.146
H -5.671 2.012 -0.790
H -6.691 0.948 -1.768
H -5.177 0.343 -1.130
```

Values from the calculation:
Multiplicity: 2
Expectation value of S²: 0.755
Total charge: +1
Kohn-Sham gap in eV: 5.5

4.
C35H57BN6PPd | the ωB97M-V functional and the def2-TZVPD basis

Structure (XYZ):
```
101
Properties=species:S:1:pos:R:3
Pd -0.076 0.343 0.977
C 0.016 4.346 0.856
C -1.347 3.755 0.823
C -1.748 3.040 2.142
C -1.480 2.830 -0.369
C -2.372 2.836 -1.421
C -1.903 1.840 -2.283
C -2.496 1.414 -3.587
C -1.587 1.789 -4.744
C -3.058 -0.057 -3.586
N -0.826 1.226 -1.742
N -0.591 1.839 -0.531
B 0.035 -0.038 -2.057
N -0.602 -1.314 -1.522
N -1.160 -1.176 -0.316
C -1.879 -2.264 -0.046
C -1.652 -3.173 -1.045
C -0.870 -2.520 -2.035
C -0.188 -3.116 -3.205
C 1.327 -2.985 -3.128
C -0.700 -2.649 -4.580
C -2.882 -2.263 1.102
C -3.343 -3.640 1.531
C -3.979 -1.279 0.681
N 1.430 0.237 -1.477
N 1.722 -0.034 -0.163
C 3.008 0.250 0.006
C 3.533 0.727 -1.177
C 2.512 0.697 -2.097
C 2.649 1.250 -3.490
C 1.718 2.449 -3.731
C 2.543 0.163 -4.566
C 3.691 0.219 1.352
C 3.400 1.484 2.162
C 3.373 -1.039 2.130
H 0.192 4.929 1.752
H 0.165 4.982 -0.013
H 0.747 3.544 0.938
H -2.025 4.546 0.638
H -0.877 2.365 2.466
H -2.713 2.560 2.071
H -1.751 3.791 2.919
H -3.144 3.575 -1.623
H -3.443 2.072 -3.588
H -0.651 1.216 -4.709
H -1.434 2.865 -4.821
H -2.017 1.548 -5.689
H -2.345 -0.783 -3.223
H -3.276 -0.358 -4.602
H -3.998 -0.104 -3.010
H 0.087 -0.041 -3.285
H -2.081 -4.140 -1.235
H -0.479 -4.168 -3.190
H 1.595 -1.932 -3.151
H 1.743 -3.434 -4.092
H 1.690 -3.408 -2.156
H -0.490 -1.597 -4.857
H -1.770 -2.818 -4.690
H -0.173 -3.197 -5.346
H -2.340 -1.749 1.878
H -3.568 -4.298 0.666
H -4.281 -3.564 2.069
H -2.535 -4.111 2.106
H -4.476 -1.608 -0.211
H -3.631 -0.274 0.436
H -4.715 -1.234 1.489
H 4.561 1.138 -1.290
H 3.659 1.637 -3.572
H 0.774 2.316 -3.181
H 1.488 2.567 -4.811
H 2.162 3.391 -3.397
H 1.511 -0.204 -4.747
H 3.206 -0.635 -4.398
H 2.885 0.658 -5.533
H 4.777 0.224 1.159
H 2.361 1.602 2.321
H 3.727 2.399 1.633
H 4.007 1.483 3.065
H 2.257 -1.153 2.161
H 3.760 -0.804 3.122
H 3.800 -1.987 1.730
C -1.724 -0.626 4.169
P -0.121 -0.636 3.186
C 0.285 -2.364 2.832
C 0.888 -0.200 4.673
C 1.040 -1.241 5.605
C 1.606 -1.005 6.898
C 2.155 0.263 7.134
C 1.960 1.270 6.206
C 1.308 1.105 4.944
H -1.705 0.244 4.774
H -1.723 -1.552 4.790
H -2.520 -0.610 3.455
H -0.609 -2.884 3.174
H 1.161 -2.699 3.427
H 0.573 -2.579 1.803
H 0.645 -2.274 5.358
H 1.578 -1.809 7.630
H 2.640 0.484 8.100
H 2.277 2.221 6.559
H 1.126 1.902 4.216
```

Values from the calculation:
Multiplicity: 3
Expectation value of S²: 2.006
Total charge: +1
Kohn-Sham gap (alpha / beta) in eV: 9.9 / 6.7

Among the records above, which one has the lowest total charge? C35H56BrCl2N5O8

Number 1 is which compound? C35H55ClMnN7O4

Number 3 is which compound? C35H56F6N4O7